Entry from the Open Molecules 2025 dataset: a 2-piece molecular cluster, C7H11N2 overall in a non-equilibrium geometry (ωB97M-V/def2-TZVPD).

Structure (XYZ):
```
20
Properties=species:S:1:pos:R:3:mulliken_charge:R:1
C 1.3707 3.2364 1.8499 -0.6863
C 0.3698 2.3514 1.1585 -0.1890
C 1.5864 2.7497 0.4034 -0.0408
C 1.4106 0.1380 0.4516 -0.3053
C 0.7146 -1.8657 0.6874 0.0991
C -0.6720 -1.5273 -2.3142 -1.0442
C -1.1336 -1.4971 -0.8295 -0.1750
N -0.2276 -2.2213 0.0153 -0.2140
N 1.2384 1.4332 0.6114 0.1599
H 0.9726 4.1638 2.0499 0.3289
H 1.8640 2.7543 2.6923 0.2501
H -0.7007 2.4967 0.9325 0.2931
H 1.9844 3.3996 -0.3948 0.3508
H 2.2572 -0.1074 -0.2701 0.2624
H 1.3497 -2.3539 1.2799 0.4796
H -1.4060 -0.9370 -2.8585 0.3407
H 0.4003 -1.4633 -2.4617 0.3241
H -0.9584 -2.5031 -2.7331 0.3312
H -1.1755 -0.3754 -0.5967 0.0878
H -2.1598 -2.0526 -0.7637 0.3469
```

Output
**F_max**: 5.7 eV/A
**E_tot**: -382.325007 Ha
**HOMO**: -13.73 eV
**Energy above the lowest of the compared OMol25 structures with the same formula, charge and spin**: 8.125 eV
**LUMO level**: -3.690 eV
**Orbital gap**: 10.0 eV
**Multiplicity**: 1
**Charge**: +1